Here is 19 unconnected molecules or ions with the total composition C76H190O38 in a non-equilibrium geometry from OMol25. Energies are from wB97M-V/def2-TZVPD.

```
304
Properties=species:S:1:pos:R:3:lowdin_charge:R:1
C 1.98115 -4.24405 17.12456 -0.085
O 2.15981 -5.37775 16.28203 -0.210
C 1.08986 -5.68796 15.42153 -0.166
C 1.28032 -7.03271 14.76360 -0.206
O 1.03188 -8.07918 15.66493 -0.194
C 0.89034 -9.41181 14.98109 -0.042
H 2.81840 -4.05562 17.79657 0.078
H 1.06698 -4.46658 17.67489 0.082
H 1.80184 -3.29474 16.61983 0.084
H 0.94233 -4.86816 14.71849 0.124
H 0.30257 -5.81134 16.16520 0.110
H 2.24583 -7.16383 14.27505 0.121
H 0.51568 -7.05796 13.98720 0.118
H 0.81416 -10.30325 15.60367 0.083
H 1.68252 -9.50502 14.23820 0.063
H -0.03444 -9.45265 14.40557 0.071
C -4.15247 0.53086 21.77000 -0.084
O -4.22524 0.23081 20.34400 -0.164
C -2.92864 0.47483 19.76371 -0.190
C -1.94856 -0.71149 19.98764 -0.219
O -1.43035 -0.61557 21.27801 -0.191
C -1.47301 -1.84850 22.00686 -0.098
H -5.12699 0.57496 22.25628 0.086
H -3.64521 1.47778 21.95474 0.083
H -3.48742 -0.14763 22.30429 0.063
H -2.36671 1.34965 20.09082 0.116
H -3.10370 0.78394 18.73322 0.117
H -1.13043 -0.72787 19.26757 0.107
H -2.49885 -1.62322 19.75520 0.113
H -0.86371 -2.58163 21.47831 0.078
H -2.43601 -2.29437 22.25573 0.087
H -0.86640 -1.77441 22.90943 0.085
C 6.44707 3.29167 19.72972 -0.076
O 6.42929 1.84675 19.64283 -0.212
C 7.20653 1.20069 20.64705 -0.199
C 7.19044 -0.36365 20.55347 -0.165
O 5.81651 -0.75016 20.38652 -0.193
C 5.69516 -2.07146 19.83280 -0.100
H 5.83146 3.70441 20.52895 0.087
H 6.19637 3.69980 18.75059 0.086
H 7.49710 3.52568 19.90521 0.076
H 6.83163 1.50048 21.62566 0.118
H 8.22513 1.58742 20.61549 0.114
H 7.46319 -0.65861 21.56673 0.116
H 7.92721 -0.68727 19.81825 0.125
H 5.61987 -1.98216 18.74908 0.083
H 4.77775 -2.56298 20.15663 0.075
H 6.53101 -2.75496 19.98206 0.083
C -3.85000 -7.44593 17.93144 -0.095
O -3.64856 -6.03584 17.93184 -0.189
C -2.40129 -5.59475 17.38415 -0.177
C -2.43953 -4.07586 17.21468 -0.157
O -1.34752 -3.62964 16.39849 -0.226
C -1.04735 -2.25927 16.28927 -0.093
H -4.04127 -7.95525 16.98692 0.071
H -4.76697 -7.55439 18.51067 0.095
H -3.06848 -8.09400 18.32810 0.068
H -2.24459 -6.01319 16.38994 0.115
H -1.55418 -5.94137 17.97607 0.111
H -2.26732 -3.53480 18.14510 0.107
H -3.38979 -3.66393 16.87495 0.117
H -1.97445 -1.69567 16.18475 0.091
H -0.29627 -2.15482 15.50628 0.074
H -0.53502 -2.04128 17.22633 0.078
C -2.71476 -8.22314 13.01277 -0.086
O -4.15012 -8.31930 12.86060 -0.203
C -4.72995 -9.39350 13.62738 -0.187
C -6.23906 -9.38864 13.46254 -0.177
O -6.78307 -8.61428 14.56428 -0.216
C -8.19007 -8.34591 14.56146 -0.086
H -2.35512 -7.75222 12.09790 0.088
H -2.26231 -9.21477 13.01911 0.068
H -2.39360 -7.69461 13.91034 0.073
H -4.40845 -9.32874 14.66687 0.121
H -4.33446 -10.33877 13.25568 0.099
H -6.59817 -10.41711 13.42562 0.113
H -6.50541 -9.00548 12.47748 0.125
H -8.27011 -7.43453 13.96893 0.087
H -8.30085 -8.13308 15.62473 0.089
H -8.85873 -9.16563 14.29871 0.084
C -1.22151 -15.81700 19.00160 -0.066
O -1.58147 -15.11144 17.78295 -0.184
C -0.50738 -14.54182 17.05903 -0.207
C -0.79994 -14.28532 15.59111 -0.181
O -1.73227 -13.19328 15.38191 -0.189
C -2.12995 -13.04840 14.02364 -0.106
H -1.02786 -15.08697 19.78751 0.083
H -0.30331 -16.37174 18.80855 0.075
H -2.04960 -16.48357 19.24253 0.086
H 0.32359 -15.24271 17.13859 0.112
H -0.17198 -13.57641 17.43795 0.117
H -1.34368 -15.13654 15.18139 0.116
H 0.06019 -14.25259 14.92237 0.118
H -3.00569 -12.40029 14.05720 0.078
H -2.47947 -13.95591 13.53133 0.092
H -1.35122 -12.48776 13.50656 0.073
C 1.96453 -5.69236 20.26336 -0.106
O 0.90868 -6.50677 19.74895 -0.212
C 1.40055 -7.59906 18.94405 -0.145
C 0.31160 -8.74549 18.78352 -0.141
O -0.07108 -9.58820 19.89595 -0.175
C -0.86819 -8.92212 20.85050 -0.113
H 2.49128 -6.16689 21.09128 0.084
H 1.57911 -4.74081 20.62957 0.087
H 2.65674 -5.36210 19.48884 0.062
H 2.33921 -7.99703 19.32960 0.109
H 1.72696 -7.21825 17.97630 0.098
H 0.69109 -9.38988 17.99052 0.098
H -0.59782 -8.38407 18.30350 0.104
H -0.85832 -9.40727 21.82653 0.090
H -1.91356 -8.97004 20.54556 0.078
H -0.64124 -7.85909 20.93158 0.051
C 2.51400 -12.03217 12.79829 -0.120
O 2.73879 -11.28106 11.65091 -0.234
C 4.07806 -11.36043 11.13807 -0.137
C 4.26463 -10.97856 9.60845 -0.155
O 3.56962 -11.78223 8.64022 -0.197
C 2.12990 -11.70842 8.71685 -0.090
H 3.24368 -11.64393 13.50889 0.074
H 2.76281 -13.06774 12.56638 0.087
H 1.49045 -12.01504 13.17264 0.081
H 4.52782 -12.33155 11.34481 0.120
H 4.51161 -10.59813 11.78539 0.111
H 5.30976 -11.15102 9.35144 0.122
H 4.12658 -9.91131 9.43520 0.107
H 1.81608 -10.66608 8.77290 0.082
H 1.63968 -12.41986 9.38141 0.073
H 2.01374 -11.97607 7.66663 0.087
C 5.12944 -3.30506 13.08937 -0.082
O 6.15384 -2.39123 13.62351 -0.166
C 6.63360 -2.86782 14.90574 -0.195
C 7.15585 -4.32813 15.02267 -0.200
O 6.24661 -5.36953 14.73117 -0.206
C 5.28129 -5.57336 15.81801 -0.049
H 5.43404 -4.25876 12.65835 0.070
H 4.65860 -2.77868 12.25911 0.074
H 4.27337 -3.50220 13.73465 0.083
H 5.94787 -2.58667 15.70502 0.097
H 7.44634 -2.17409 15.12089 0.119
H 7.64723 -4.47510 15.98446 0.121
H 8.00457 -4.31684 14.33881 0.124
H 4.62685 -6.44127 15.73703 0.084
H 4.75202 -4.63864 16.00316 0.072
H 5.79309 -5.69514 16.77265 0.057
C 4.20472 -15.97569 15.72544 -0.124
O 3.81115 -15.18217 16.80751 -0.218
C 4.01850 -15.77446 18.07718 -0.184
C 3.83933 -14.79315 19.29605 -0.165
O 2.51591 -14.30771 19.10945 -0.191
C 2.27593 -12.97197 19.56103 -0.080
H 4.16131 -15.47980 14.75574 0.091
H 3.65042 -16.91366 15.75790 0.087
H 5.23543 -16.30861 15.84749 0.079
H 4.98877 -16.26844 18.12879 0.120
H 3.17587 -16.46576 18.06336 0.121
H 4.62850 -14.04439 19.22763 0.102
H 3.98370 -15.28610 20.25743 0.122
H 2.92780 -12.21167 19.13079 0.065
H 2.28812 -12.91560 20.64950 0.089
H 1.27159 -12.63114 19.30956 0.077
C -7.42956 -3.40753 15.11801 -0.101
O -7.13066 -4.79796 15.33555 -0.212
C -5.75008 -5.29714 15.43592 -0.125
C -4.95544 -5.27503 14.12876 -0.200
O -4.59681 -4.01216 13.60667 -0.212
C -3.63795 -4.06980 12.54912 -0.077
H -6.83363 -2.73733 15.73751 0.084
H -8.48371 -3.16987 15.26073 0.075
H -7.36710 -3.19379 14.05099 0.075
H -5.89251 -6.31445 15.80047 0.114
H -5.29252 -4.63727 16.17303 0.101
H -5.49592 -5.83330 13.36436 0.124
H -3.98249 -5.74477 14.27310 0.104
H -3.61718 -3.09240 12.06709 0.087
H -3.98312 -4.87510 11.90070 0.086
H -2.68296 -4.33490 13.00278 0.082
C 1.10911 -7.06884 24.90079 -0.136
O 0.96501 -6.05506 23.97994 -0.188
C -0.28328 -5.36931 23.90430 -0.152
C -1.11094 -5.92058 22.65454 -0.179
O -2.26811 -5.08370 22.49249 -0.188
C -2.99538 -5.52019 21.32351 -0.083
H 2.14338 -7.38150 24.75714 0.089
H 0.43710 -7.91919 24.78500 0.088
H 1.06295 -6.71483 25.93067 0.085
H -0.24426 -4.30080 23.69245 0.103
H -0.83880 -5.33412 24.84145 0.123
H -1.32186 -6.96442 22.88697 0.109
H -0.51173 -5.90730 21.74412 0.094
H -3.25616 -6.57510 21.40877 0.084
H -2.43746 -5.47244 20.38834 0.070
H -3.87737 -4.90515 21.14491 0.093
C 2.56473 1.16402 14.36984 -0.084
O 2.59328 0.86218 15.77859 -0.178
C 3.88962 0.49766 16.25506 -0.195
C 3.64317 0.49784 17.75110 -0.217
O 2.87267 -0.69121 17.95230 -0.170
C 2.51601 -0.68321 19.33047 -0.104
H 2.64103 0.31917 13.68537 0.083
H 3.18173 2.01556 14.08296 0.086
H 1.56684 1.55403 14.16927 0.063
H 4.67455 1.20710 15.99299 0.124
H 4.23424 -0.50330 15.99544 0.117
H 3.10097 1.43115 17.90291 0.127
H 4.54156 0.67868 18.34125 0.107
H 1.78256 0.09487 19.54197 0.091
H 3.41476 -0.48145 19.91327 0.067
H 2.16568 -1.65143 19.68810 0.080
C 6.65609 -13.41794 16.18596 -0.065
O 7.19606 -12.24693 16.82219 -0.189
C 6.61057 -11.71002 17.97225 -0.208
C 5.20430 -11.18596 17.72575 -0.180
O 5.17035 -10.29324 16.57254 -0.194
C 3.87845 -9.88084 16.30704 -0.130
H 5.75132 -13.08131 15.67984 0.082
H 6.30876 -14.13241 16.93228 0.073
H 7.45389 -13.84363 15.57735 0.100
H 7.23925 -10.88120 18.29768 0.115
H 6.66215 -12.34345 18.85780 0.120
H 4.75159 -10.73018 18.60632 0.119
H 4.61353 -12.06690 17.47468 0.102
H 3.80154 -9.20907 15.45211 0.081
H 3.42816 -9.46078 17.20642 0.088
H 3.35575 -10.76752 15.94831 0.080
C -1.73790 0.06603 13.68764 -0.101
O -0.98458 0.49403 12.53100 -0.193
C -0.89961 1.97610 12.35728 -0.135
C -2.25090 2.67708 11.97218 -0.235
O -2.12736 4.08021 12.03268 -0.180
C -3.42464 4.64067 11.62959 -0.079
H -2.62913 0.67247 13.84903 0.074
H -1.23699 -0.03118 14.65083 0.065
H -2.10233 -0.93060 13.43857 0.079
H -0.21236 2.15464 11.53030 0.117
H -0.44522 2.51186 13.19071 0.109
H -3.02245 2.32070 12.65467 0.101
H -2.56537 2.41857 10.96104 0.123
H -3.45333 5.71595 11.80582 0.085
H -4.23159 4.13430 12.15922 0.082
H -3.62168 4.51867 10.56451 0.081
C 1.14645 -8.05883 11.03515 -0.101
O 0.93588 -6.69222 11.32716 -0.203
C 2.14121 -5.90111 11.16753 -0.173
C 1.76285 -4.44378 11.03246 -0.242
O 1.35213 -4.10589 12.29843 -0.195
C 0.75443 -2.80974 12.33696 -0.069
H 0.20581 -8.60123 11.13053 0.081
H 1.86496 -8.37168 11.79276 0.080
H 1.41673 -8.19841 9.98845 0.083
H 2.76704 -6.16287 10.31434 0.119
H 2.69365 -6.03936 12.09693 0.119
H 0.94185 -4.36414 10.31991 0.129
H 2.58301 -3.83567 10.65082 0.124
H -0.10696 -2.84082 11.66978 0.089
H 1.44164 -2.00718 12.06911 0.090
H 0.28925 -2.63294 13.30673 0.069
C 6.03362 -6.99575 9.80886 -0.112
O 6.04623 -7.89811 10.89972 -0.223
C 6.83181 -7.60096 12.06911 -0.138
C 6.67222 -8.69624 13.16130 -0.202
O 7.18858 -9.95307 12.77576 -0.179
C 6.87291 -10.93721 13.79219 -0.090
H 5.59102 -6.03824 10.08342 0.075
H 5.57676 -7.47524 8.94314 0.084
H 7.04649 -6.76391 9.47956 0.080
H 6.58571 -6.57485 12.34230 0.104
H 7.84216 -7.62861 11.66104 0.121
H 5.62793 -8.79511 13.45756 0.104
H 7.09158 -8.43374 14.13255 0.121
H 5.88015 -10.85738 14.23506 0.063
H 7.62503 -10.83645 14.57466 0.088
H 7.04212 -11.92115 13.35478 0.087
C -1.31493 -12.50421 10.51737 -0.106
O -2.28726 -11.60181 10.92393 -0.176
C -3.24060 -11.32798 9.94049 -0.221
C -3.96682 -12.56233 9.32984 -0.219
O -4.38579 -13.50567 10.27239 -0.153
C -5.53160 -13.10459 10.94608 -0.118
H -1.63513 -13.40299 11.04440 0.092
H -0.34644 -12.15593 10.87631 0.079
H -1.26082 -12.64900 9.43839 0.093
H -2.90202 -10.81113 9.04253 0.122
H -4.05686 -10.66676 10.23138 0.111
H -3.26817 -12.96107 8.59431 0.113
H -4.78456 -12.13798 8.74733 0.124
H -5.81759 -13.75123 11.77564 0.093
H -6.44517 -13.09467 10.35161 0.089
H -5.39430 -12.10309 11.35383 0.073
C 6.89191 -4.34157 22.92355 -0.117
O 6.87084 -5.41402 22.01946 -0.176
C 5.54408 -5.64172 21.59216 -0.188
C 5.59871 -6.80526 20.59077 -0.167
O 6.57554 -6.64375 19.54922 -0.178
C 6.39504 -7.55053 18.47731 -0.111
H 6.74765 -3.42504 22.35148 0.071
H 7.87791 -4.34403 23.38817 0.093
H 6.16293 -4.30839 23.73324 0.088
H 5.24404 -4.72636 21.08208 0.103
H 4.94825 -5.80410 22.49034 0.126
H 4.60929 -6.91881 20.14778 0.091
H 5.88833 -7.78147 20.97968 0.127
H 5.47155 -7.37735 17.92477 0.072
H 6.58784 -8.59378 18.72740 0.075
H 7.20282 -7.35395 17.77238 0.096
```

## Properties
* energy above the lowest of the compared OMol25 structures with the same formula, charge and spin: 611.8 kJ/mol
* largest force on an atom: 2.9 eV/Å
* lowest unoccupied orbital energy: 0.54 eV
* gap between HOMO and LUMO: 9.7 eV